A) Molecular formula: C17H21N3O2S
Method: DFT, ωB97M-V/def2-TZVPD

```
44
C17H21N3O2S | OMol25 | ωB97M-V/def2-TZVPD
C 1.913 0.891 -2.094
C 2.259 1.669 -0.929
C 3.510 2.347 -0.729
C 3.648 3.010 0.383
C 2.602 3.110 1.167
C 1.281 2.624 1.181
C 1.017 1.767 0.194
N -0.186 1.322 -0.231
C -0.492 -0.012 -0.265
C -1.769 -0.198 -0.258
C -2.333 1.375 -0.197
N -1.392 2.138 -0.214
C -3.714 1.179 -0.377
H -4.095 2.126 0.534
H -4.095 1.657 -1.376
S -4.520 -0.378 0.193
O -4.592 -0.593 1.568
C -2.866 -1.269 -0.215
H -2.594 -1.875 0.402
H -2.930 -1.641 -1.157
N 0.535 -0.976 -0.174
C 0.427 -2.108 -0.516
O -0.393 -2.454 -1.294
C 1.701 -3.027 -0.262
H 2.381 -2.840 -1.578
C 2.707 -2.773 0.796
C 3.241 -4.288 1.313
H 2.488 -4.641 1.573
H 3.760 -4.602 0.653
H 3.895 -3.957 2.253
C 3.763 -1.694 0.460
H 3.363 -0.886 -0.025
H 4.337 -1.542 1.440
H 4.423 -2.365 -0.231
H 1.953 -2.461 1.607
H 1.426 -3.897 -0.363
H 1.449 -0.653 0.208
H 0.525 2.905 2.087
H 2.735 3.964 2.192
H 4.453 3.608 0.651
H 4.217 2.017 -1.265
H 2.229 1.441 -2.776
H 2.156 -0.166 -2.063
H 0.752 0.684 -2.378
```

Its highest occupied orbital energy is -8.33 eV. The net charge is 0.


B) Molecular formula: C17H21N3O2S
Method: DFT, ωB97M-V/def2-TZVPD

```
44
C17H21N3O2S | OMol25 | ωB97M-V/def2-TZVPD
O -0.666 -0.140 -2.765
N -0.507 2.258 -0.195
O -1.235 3.557 -0.035
S -4.758 3.906 -2.092
C -0.541 0.183 -1.540
C -1.179 1.463 -1.034
C -3.483 4.216 -0.964
C -6.075 1.634 -2.475
C -6.201 0.196 -2.677
C -2.420 3.368 -0.714
C -4.829 2.161 -2.175
C -2.494 1.993 -1.289
C -5.094 -0.680 -2.606
C -3.667 1.344 -1.841
N 0.115 -0.651 -0.690
N 2.050 -2.061 1.074
C -3.653 -0.106 -2.375
C 0.647 -2.565 3.079
C 3.537 -0.286 0.329
C 1.986 -2.678 2.423
C 3.404 -1.771 0.629
C 0.811 -1.819 -1.120
C 1.300 -2.747 0.026
H -3.362 5.292 -0.696
H -6.946 2.214 -2.542
H -7.061 -0.179 -3.070
H -5.178 -1.744 -2.809
H 0.480 -0.217 0.167
H -3.109 -0.733 -1.690
H -3.063 -0.088 -3.191
H 0.576 -3.557 3.577
H 0.548 -1.646 3.657
H -0.232 -2.571 2.421
H 2.957 0.255 1.048
H 4.685 -0.092 0.209
H 2.953 0.014 -0.531
H 2.219 -3.732 2.375
H 2.658 -2.257 3.111
H 4.215 -1.915 1.406
H 3.592 -2.348 -0.281
H 0.144 -2.522 -1.626
H 1.674 -1.583 -1.711
H 0.474 -3.318 0.419
H 1.904 -3.535 -0.373
```

Its highest occupied orbital energy is -6.79 eV. The net charge is 0. As for the structure (SMILES): CCN(CC)CCNC(=O)c1noc2c1=C1CC=CC=C1SC=2.


Most stable to least stable, the ends of the list are B) and A).


A) Molecular formula: C2H6NO2
Method: DFT, ωB97M-V/def2-TZVPD

```
11
C2H6NO2 | OMol25 | ωB97M-V/def2-TZVPD
C -1.032 -1.502 0.294
C 0.935 1.570 -0.290
N -0.651 -0.092 0.238
O -1.427 0.756 0.580
O 0.529 0.181 -0.304
H -0.156 -2.139 -0.049
H -1.862 -1.919 -0.286
H -1.420 -1.808 1.330
H 0.139 2.263 0.030
H 1.658 1.706 -1.146
H 1.594 1.821 0.585
```

Its highest occupied orbital energy is -17.26 eV. The net charge is +1. As for the structure (SMILES): CO[N+](C)=O.


B) Molecular formula: C2H6NO2
Method: DFT, ωB97M-V/def2-TZVPD

```
11
C2H6NO2 | OMol25 | ωB97M-V/def2-TZVPD
C 1.075 0.640 0.783
C 0.319 -0.341 -0.070
N -0.003 -1.635 -0.205
O 1.078 0.409 -0.740
O -1.466 0.656 -0.466
H 0.637 1.575 1.144
H 1.985 0.316 1.277
H 0.239 -2.121 -1.171
H -1.940 1.118 0.222
H -0.850 -2.032 0.234
H -1.075 1.416 -1.007
```

Its highest occupied orbital energy is -16.41 eV. The net charge is +1.


C) Molecular formula: C2H6NO2
Method: DFT, ωB97M-V/def2-TZVPD

```
11
C2H6NO2 | OMol25 | ωB97M-V/def2-TZVPD
C 0.109 -1.961 -1.590
C -0.764 1.411 0.639
N 1.203 -2.084 -1.064
O -0.962 1.456 2.002
O -0.819 -1.206 -1.296
H -1.651 1.901 0.145
H 0.190 2.016 0.517
H -0.671 0.293 0.415
H -0.235 1.876 2.382
H 2.046 -2.623 -1.243
H 1.554 -1.079 -0.908
```

Its highest occupied orbital energy (spin up / spin down) is -13.66 / -13.66 eV. The net charge is +1.


Most stable to least stable, the ends of the list are B) and A).


A) Molecular formula: C3H4O4
Method: DFT, ωB97M-V/def2-TZVPD

```
11
C3H4O4 | OMol25 | ωB97M-V/def2-TZVPD
C -0.372 -0.334 1.063
C -0.402 -1.117 -0.150
C 0.050 2.193 -0.741
O 0.822 1.806 0.076
O -0.540 -0.733 -1.288
O 0.505 -0.267 1.939
O -0.432 -2.492 0.140
H -0.130 1.709 -1.832
H -0.400 3.193 -0.425
H 1.357 -0.835 1.784
H -0.457 -3.123 -0.565
```

Its highest occupied orbital energy is -8.75 eV. The net charge is 0.


B) Molecular formula: C3H4O4
Method: DFT, ωB97M-V/def2-TZVPD

```
11
C3H4O4 | OMol25 | ωB97M-V/def2-TZVPD
C 0.374 0.680 -0.860
C -0.156 0.661 1.167
C -0.310 -0.928 -0.840
O 0.323 1.550 0.304
O 0.457 -0.679 1.165
O -1.045 0.840 1.967
O 0.253 -1.836 -1.397
H 0.094 -1.126 1.953
H -0.013 1.252 -1.704
H 1.422 0.425 -1.020
H -1.400 -0.838 -0.736
```

Its highest occupied orbital energy is -10.15 eV. The net charge is 0. As for the structure (SMILES): O=CCOC(=O)O.


Most stable to least stable, the ends of the list are B) and A).


A) Molecular formula: C46H41N10O4S2Sr
Method: DFT, ωB97M-V/def2-TZVPD

```
104
C46H41N10O4S2Sr | OMol25 | ωB97M-V/def2-TZVPD
Sr 0.076 -0.050 0.201
C -5.684 -2.584 -2.161
C -4.932 -2.839 -3.315
C -3.548 -2.737 -3.306
C -2.938 -2.369 -2.116
C -1.522 -2.147 -1.740
N -1.470 -1.817 -0.441
C -2.719 -1.803 0.095
N -3.053 -1.646 1.359
C -2.173 -1.414 2.358
C -2.525 -1.573 3.766
C -3.719 -1.922 4.396
C -3.714 -2.032 5.773
C -2.532 -1.823 6.509
C -1.343 -1.501 5.883
C -1.352 -1.366 4.494
C -0.306 -1.090 3.513
N 0.983 -0.996 3.824
C 1.997 -1.019 2.967
N 1.952 -1.041 1.601
C 3.156 -1.380 1.117
N 3.506 -1.705 -0.146
C 2.657 -1.884 -1.135
N 1.308 -1.755 -1.111
C 0.778 -2.162 -2.273
N -0.509 -2.309 -2.595
C 1.876 -2.545 -3.189
C 1.891 -3.016 -4.492
C 3.126 -3.313 -5.052
C 4.311 -3.162 -4.320
C 4.288 -2.705 -3.010
C 3.054 -2.389 -2.465
C 4.115 -1.443 2.221
C 5.476 -1.736 2.255
C 6.096 -1.767 3.491
C 5.364 -1.538 4.670
C 4.008 -1.273 4.633
C 3.387 -1.213 3.387
N -0.872 -1.087 2.271
C -3.687 -2.130 -0.969
C -5.069 -2.230 -0.969
H -6.763 -2.665 -2.203
H -5.446 -3.116 -4.227
H -2.960 -2.925 -4.195
H -4.614 -2.090 3.810
H -4.626 -2.293 6.295
H -2.558 -1.927 7.587
H -0.427 -1.357 6.442
H 0.969 -3.139 -5.046
H 3.178 -3.674 -6.072
H 5.256 -3.412 -4.787
H 5.191 -2.588 -2.425
H 6.015 -1.929 1.337
H 7.155 -1.982 3.558
H 5.875 -1.580 5.624
H 3.436 -1.115 5.539
H -5.634 -2.028 -0.069
O 0.399 2.244 1.010
S 0.055 2.014 2.481
C 0.483 3.504 3.385
C -0.553 3.634 4.518
C -1.739 2.682 4.208
C -1.684 2.360 2.721
H 0.397 4.291 2.631
H 1.516 3.444 3.717
H -0.889 4.669 4.576
H -0.108 3.387 5.481
H -2.705 3.109 4.474
H -1.633 1.756 4.778
H -1.912 3.212 2.074
H -2.287 1.511 2.401
C 4.776 1.348 -1.004
S 3.064 1.743 -1.364
C 2.983 1.120 -3.048
H 4.952 0.275 -1.094
H 4.970 1.627 0.032
H 5.473 1.894 -1.643
H 3.443 1.805 -3.762
H 1.930 0.985 -3.290
H 3.474 0.148 -3.118
C -2.518 0.752 -4.414
C -1.430 1.813 -4.393
C -1.330 2.591 -3.067
C -0.175 3.605 -3.143
C 0.027 4.391 -1.857
C -2.621 3.357 -2.866
O -2.978 4.244 -3.619
N -3.377 2.984 -1.795
C -3.021 2.065 -0.792
O -3.794 1.928 0.143
N -1.841 1.383 -0.893
C -1.043 1.592 -1.951
O 0.030 0.954 -2.061
H -2.560 0.262 -5.388
H -3.507 1.176 -4.218
H -2.341 -0.027 -3.670
H -1.590 2.548 -5.184
H -0.454 1.351 -4.553
H -0.394 4.278 -3.974
H 0.728 3.046 -3.391
H -0.850 5.004 -1.627
H 0.882 5.064 -1.943
H 0.215 3.738 -1.001
H -4.247 3.473 -1.649
```

Its highest occupied orbital energy (spin up / spin down) is -3.62 / -3.61 eV. The net charge is -1.


B) Molecular formula: C46H41N10O4S2Sr
Method: DFT, ωB97M-V/def2-TZVPD

```
104
C46H41N10O4S2Sr | OMol25 | ωB97M-V/def2-TZVPD
Sr 0.072 0.168 0.207
C 1.692 -4.205 5.186
C 0.558 -3.682 5.825
C -0.073 -2.544 5.345
C 0.442 -1.953 4.201
C 0.060 -0.758 3.431
N 0.872 -0.659 2.344
C 1.838 -1.590 2.419
N 2.969 -1.649 1.702
C 3.290 -0.792 0.739
C 4.667 -0.673 0.216
C 5.845 -1.333 0.524
C 6.999 -0.935 -0.139
C 6.970 0.106 -1.077
C 5.786 0.769 -1.371
C 4.638 0.357 -0.715
C 3.244 0.842 -0.742
N 2.843 1.844 -1.517
C 1.687 2.500 -1.328
N 0.862 2.386 -0.275
C -0.084 3.361 -0.327
N -0.954 3.673 0.626
C -1.114 2.951 1.751
N -0.696 1.685 1.988
C -1.037 1.322 3.243
N -0.801 0.152 3.862
C -1.773 2.413 3.872
C -2.341 2.566 5.136
C -2.955 3.770 5.432
C -2.989 4.816 4.492
C -2.412 4.672 3.241
C -1.812 3.450 2.936
C 0.091 4.129 -1.572
C -0.605 5.188 -2.138
C -0.159 5.680 -3.357
C 0.964 5.132 -3.992
C 1.664 4.080 -3.418
C 1.210 3.585 -2.203
N 2.506 0.125 0.133
C 1.567 -2.473 3.566
C 2.215 -3.598 4.053
H 2.165 -5.094 5.586
H 0.172 -4.178 6.707
H -0.945 -2.129 5.835
H 5.854 -2.131 1.257
H 7.939 -1.431 0.072
H 7.886 0.398 -1.575
H 5.750 1.580 -2.088
H -2.298 1.759 5.858
H -3.410 3.916 6.405
H -3.469 5.751 4.758
H -2.424 5.475 2.513
H -1.470 5.607 -1.639
H -0.686 6.501 -3.829
H 1.287 5.537 -4.944
H 2.536 3.650 -3.897
H 3.095 -3.987 3.554
O -2.895 -0.829 0.550
S -3.427 0.389 1.278
C -5.164 0.157 1.663
C -5.692 1.583 1.806
C -5.029 2.446 0.694
C -3.897 1.633 0.054
H -5.250 -0.442 2.569
H -5.585 -0.392 0.814
H -5.421 1.973 2.788
H -6.778 1.602 1.745
H -4.637 3.370 1.118
H -5.751 2.727 -0.070
H -3.027 2.229 -0.214
H -4.199 1.045 -0.818
C 0.568 -5.095 0.965
S -1.149 -4.693 1.349
C -1.510 -3.638 -0.076
H 0.649 -5.650 0.030
H 0.950 -5.710 1.781
H 1.172 -4.189 0.896
H -0.608 -3.066 -0.296
H -2.304 -2.949 0.199
H -1.799 -4.218 -0.953
C -0.464 -4.565 -3.915
C 0.457 -3.561 -4.599
C 0.323 -2.128 -4.082
C 1.311 -1.230 -4.871
C 1.270 0.269 -4.592
C -1.080 -1.615 -4.354
O -1.692 -1.876 -5.370
N -1.603 -0.771 -3.407
C -0.945 -0.390 -2.237
O -1.414 0.589 -1.615
N 0.139 -1.066 -1.811
C 0.719 -2.032 -2.600
O 1.592 -2.762 -2.172
H -0.319 -5.564 -4.332
H -1.516 -4.301 -4.052
H -0.253 -4.621 -2.845
H 0.264 -3.540 -5.672
H 1.495 -3.855 -4.444
H 1.121 -1.423 -5.929
H 2.307 -1.617 -4.641
H 0.300 0.710 -4.838
H 2.020 0.773 -5.205
H 1.500 0.504 -3.550
H -2.475 -0.310 -3.614
```

Its highest occupied orbital energy (spin up / spin down) is -3.61 / -3.62 eV. The net charge is -1.


Most stable to least stable, the ends of the list are A) and B).